No. 1
DFT (ωB97M-V/def2-TZVPD) results for a structure of composition C42H115N10O11Pd in a non-equilibrium geometry.

Calculated values
strongest force on any atom	2.54	eV/A
2S+1	3
net charge	+1
energy above the lowest of the compared OMol25 structures with the same formula, charge and spin	0.0	kcal/mol

Atoms and positions in Å:
Pd 16.335 -0.364 -11.479
C 16.312 3.356 -14.327
C 16.773 2.839 -12.962
O 16.193 1.597 -12.588
H 16.406 2.562 -15.068
H 16.778 4.290 -14.638
H 15.240 3.556 -14.333
H 16.555 3.612 -12.225
H 17.857 2.721 -12.971
C 13.650 5.151 -16.835
C 14.041 6.554 -16.317
C 14.179 6.655 -14.826
O 12.999 6.104 -14.244
C 13.184 5.878 -12.917
N 15.206 7.115 -17.016
H 12.607 4.909 -16.631
H 14.234 4.337 -16.406
H 13.875 5.030 -17.895
H 13.170 7.141 -16.607
H 14.243 7.699 -14.520
H 15.097 6.177 -14.485
H 12.236 5.460 -12.580
H 13.389 6.807 -12.385
H 13.955 5.120 -12.781
H 16.059 6.627 -16.781
H 15.318 8.023 -16.589
C 16.896 10.075 -9.836
C 16.997 9.145 -11.107
C 15.647 8.569 -11.526
O 15.022 7.881 -10.491
C 15.574 6.601 -10.194
N 17.602 9.891 -12.201
H 16.537 11.082 -10.049
H 17.832 10.046 -9.278
H 16.168 9.620 -9.164
H 17.667 8.297 -10.964
H 15.832 8.025 -12.452
H 15.062 9.437 -11.828
H 16.454 6.779 -9.575
H 15.831 5.850 -10.941
H 14.910 5.990 -9.583
H 18.547 10.200 -12.024
H 16.997 10.661 -12.448
C 13.267 1.479 -15.978
C 13.254 0.133 -15.315
C 12.624 -1.089 -16.097
O 11.175 -0.956 -16.009
C 10.421 -2.077 -16.551
N 14.615 -0.108 -14.923
H 13.872 1.456 -16.885
H 13.583 2.328 -15.371
H 12.277 1.693 -16.379
H 12.645 0.215 -14.415
H 12.994 -2.021 -15.668
H 12.925 -1.124 -17.144
H 10.661 -3.089 -16.226
H 10.534 -2.013 -17.633
H 9.389 -1.810 -16.324
H 14.964 0.615 -14.310
H 15.167 -0.145 -15.767
C 19.546 5.652 -10.755
C 20.835 5.116 -10.162
C 21.989 6.165 -10.222
O 22.185 6.680 -11.533
C 22.939 5.859 -12.396
N 20.613 4.583 -8.843
H 19.802 5.974 -11.764
H 19.173 6.512 -10.199
H 18.763 4.896 -10.790
H 21.123 4.229 -10.726
H 22.957 5.771 -9.913
H 21.872 7.012 -9.545
H 22.495 4.868 -12.487
H 23.930 5.650 -11.995
H 22.936 6.267 -13.407
H 21.477 4.635 -8.323
H 20.384 3.600 -8.889
C 19.924 6.630 -18.424
C 18.847 7.680 -18.300
C 18.645 8.224 -16.842
O 18.295 7.143 -16.023
C 18.241 7.405 -14.612
N 19.149 8.762 -19.165
H 19.746 5.772 -17.776
H 20.872 7.013 -18.047
H 20.153 6.351 -19.453
H 17.900 7.271 -18.652
H 17.922 9.039 -16.823
H 19.546 8.765 -16.555
H 17.570 8.234 -14.385
H 19.231 7.637 -14.219
H 17.962 6.536 -14.017
H 20.155 8.781 -19.085
H 19.012 8.408 -20.100
C 16.968 -2.997 -14.976
C 17.142 -2.237 -13.695
C 18.108 -1.014 -13.798
O 18.422 -0.368 -12.531
C 19.690 0.286 -12.648
N 15.918 -1.770 -13.149
H 16.220 -2.476 -15.574
H 16.619 -4.004 -14.747
H 17.923 -3.005 -15.501
H 17.483 -2.988 -12.982
H 17.791 -0.362 -14.612
H 19.036 -1.450 -14.169
H 19.924 0.777 -11.703
H 19.681 1.130 -13.339
H 20.563 -0.351 -12.794
H 15.353 -2.585 -12.956
H 15.392 -1.334 -13.893
C 17.439 2.653 -8.441
C 17.934 1.660 -9.440
C 19.202 0.907 -8.942
O 20.331 1.775 -8.841
C 21.544 1.158 -8.308
N 16.842 0.728 -9.558
H 18.128 3.497 -8.434
H 17.309 2.154 -7.480
H 16.572 3.172 -8.849
H 18.149 2.134 -10.398
H 19.476 0.070 -9.584
H 19.015 0.394 -7.998
H 21.544 0.683 -7.327
H 22.330 1.907 -8.204
H 21.871 0.369 -8.986
H 15.987 1.188 -9.279
H 16.870 0.112 -8.758
C 24.576 4.490 -15.240
C 23.733 4.179 -16.441
C 22.260 4.633 -16.353
O 21.774 3.944 -15.152
C 20.599 4.470 -14.684
N 24.312 4.726 -17.651
H 24.620 5.567 -15.078
H 25.595 4.122 -15.356
H 24.223 4.106 -14.283
H 23.836 3.103 -16.579
H 21.638 4.375 -17.210
H 22.251 5.712 -16.201
H 20.039 3.713 -14.136
H 19.972 4.915 -15.457
H 20.863 5.331 -14.070
H 25.310 4.573 -17.694
H 24.029 4.142 -18.425
C 12.721 3.818 -9.706
C 12.696 2.445 -10.316
C 12.340 2.372 -11.781
O 11.005 2.845 -11.894
C 10.472 2.783 -13.215
N 14.061 1.867 -10.149
H 11.703 4.179 -9.559
H 13.214 4.507 -10.392
H 13.199 3.852 -8.728
H 11.937 1.905 -9.750
H 12.496 1.374 -12.189
H 13.015 3.025 -12.334
H 11.112 3.173 -14.007
H 9.520 3.311 -13.251
H 10.230 1.764 -13.518
H 13.885 0.885 -10.306
H 14.620 2.031 -10.974
C 17.493 -0.341 -19.621
C 17.261 -0.401 -18.166
C 17.312 1.018 -17.581
O 18.701 1.326 -17.585
C 19.041 2.461 -16.774
N 15.940 -0.933 -17.952
H 18.515 -0.086 -19.898
H 16.861 0.443 -20.038
H 17.249 -1.278 -20.122
H 17.984 -1.053 -17.676
H 16.866 1.005 -16.586
H 16.699 1.762 -18.089
H 20.116 2.632 -16.831
H 18.777 2.222 -15.743
H 18.470 3.352 -17.034
H 15.824 -1.868 -18.316
H 15.390 -0.326 -18.543



No. 2
DFT (ωB97M-V/def2-TZVPD) results for a cluster of 11 separate species, C42H115N9O12 in total in a non-equilibrium geometry.

Calculated values
strongest force on any atom	2.30	eV/A
SMILES	COC[C@H](C)N.COC[C@H](C)N.COC[C@H](C)N.COC[C@H](C)N.COC[C@H](C)N.COC[C@H](C)N.COC[C@H](C)N.COC[C@H](C)N.COCCNCCOC.CCO.CCO
energy above the lowest of the compared OMol25 structures with the same formula, charge and spin	0.0	kcal/mol

Atoms and positions in Å:
C -0.718 0.106 0.012
C -0.720 1.174 -1.024
O -2.022 1.675 -1.383
H -1.305 -0.774 -0.280
H -1.116 0.428 0.972
H 0.281 -0.319 0.164
H -0.131 0.899 -1.904
H -0.210 2.056 -0.616
H -2.025 2.536 -0.953
C -4.241 5.529 -0.550
C -2.779 5.802 -0.454
O -2.004 4.822 -1.170
H -4.569 4.596 -0.102
H -4.611 5.627 -1.571
H -4.712 6.335 0.025
H -2.403 5.740 0.578
H -2.455 6.808 -0.740
H -1.060 4.964 -1.049
C 6.332 -3.522 2.786
O 5.130 -2.801 2.825
C 4.856 -2.081 1.621
C 3.779 -2.739 0.797
N 2.484 -2.480 1.404
C 1.313 -3.159 0.882
C 1.340 -4.669 1.116
O 0.990 -4.859 2.470
C 1.582 -6.009 3.052
H 6.352 -4.276 1.983
H 6.429 -4.058 3.727
H 7.198 -2.873 2.607
H 5.792 -1.891 1.090
H 4.469 -1.113 1.960
H 3.944 -3.824 0.708
H 3.824 -2.274 -0.198
H 2.593 -2.660 2.398
H 1.178 -2.869 -0.161
H 0.449 -2.793 1.435
H 2.293 -5.152 0.887
H 0.556 -5.081 0.460
H 2.671 -5.899 3.135
H 1.372 -6.869 2.407
H 1.169 -6.120 4.050
C 3.123 3.317 -4.663
C 2.065 4.082 -3.844
C 0.823 4.261 -4.705
O 1.078 5.038 -5.837
C -0.083 5.243 -6.622
N 1.652 3.308 -2.673
H 3.891 2.894 -4.020
H 3.499 3.954 -5.465
H 2.675 2.428 -5.120
H 2.464 5.021 -3.458
H 0.084 4.761 -4.065
H 0.443 3.247 -4.899
H -0.122 6.286 -6.941
H -1.008 5.028 -6.081
H -0.047 4.590 -7.500
H 2.410 3.089 -2.039
H 1.170 2.449 -2.890
C 3.069 1.089 0.311
C 4.265 1.834 -0.232
C 5.588 1.277 0.250
O 6.741 1.947 -0.209
C 6.845 3.323 0.059
N 4.201 1.943 -1.715
H 2.911 0.094 -0.119
H 2.120 1.603 0.133
H 3.155 0.982 1.395
H 4.209 2.875 0.104
H 5.702 0.232 -0.062
H 5.630 1.184 1.352
H 7.232 3.499 1.075
H 5.906 3.867 -0.038
H 7.589 3.757 -0.607
H 3.999 1.007 -2.068
H 5.158 2.129 -2.011
C -1.933 -2.272 3.062
C -3.113 -3.222 3.263
C -3.991 -2.976 4.470
O -3.418 -3.501 5.655
C -3.592 -4.881 5.787
N -3.869 -3.438 2.017
H -1.331 -2.065 3.944
H -2.374 -1.300 2.782
H -1.318 -2.610 2.233
H -2.629 -4.193 3.444
H -4.964 -3.447 4.269
H -4.204 -1.921 4.658
H -2.752 -5.335 6.310
H -3.782 -5.439 4.861
H -4.510 -5.118 6.358
H -3.186 -3.597 1.265
H -4.218 -2.523 1.717
C 1.033 -3.066 -4.649
C 2.044 -2.745 -3.572
C 1.789 -1.432 -2.822
O 2.059 -0.261 -3.538
C 1.036 0.120 -4.442
N 2.009 -3.833 -2.588
H 0.000 -3.074 -4.275
H 1.161 -4.097 -4.999
H 0.997 -2.418 -5.522
H 3.024 -2.657 -4.066
H 2.375 -1.511 -1.898
H 0.745 -1.436 -2.469
H 1.303 -0.083 -5.480
H 0.852 1.184 -4.312
H 0.094 -0.381 -4.198
H 2.259 -4.686 -3.081
H 2.735 -3.731 -1.885
C -2.976 3.075 1.942
C -2.025 3.346 3.084
C -2.598 2.790 4.399
O -3.600 3.654 4.867
C -4.333 3.119 5.943
N -0.745 2.742 2.753
H -2.861 2.013 1.671
H -2.697 3.595 1.029
H -4.039 3.117 2.187
H -1.941 4.403 3.357
H -1.770 2.698 5.118
H -2.988 1.770 4.229
H -4.963 2.300 5.569
H -4.945 3.921 6.348
H -3.700 2.709 6.738
H 0.048 3.140 3.230
H -0.758 1.739 2.882
C -1.313 -7.752 1.111
C -1.870 -6.339 1.197
C -1.851 -5.731 -0.182
O -1.964 -4.303 -0.116
C -2.427 -3.770 -1.344
N -3.230 -6.358 1.729
H -1.429 -8.323 2.034
H -0.275 -7.802 0.774
H -1.844 -8.362 0.365
H -1.190 -5.812 1.887
H -2.695 -6.156 -0.733
H -0.888 -5.937 -0.660
H -3.444 -4.117 -1.553
H -1.744 -4.023 -2.161
H -2.464 -2.683 -1.264
H -3.547 -5.395 1.798
H -3.339 -6.883 2.582
C -4.298 1.900 -4.495
C -3.404 3.026 -5.075
C -4.243 4.190 -5.571
O -4.941 3.766 -6.711
C -5.875 4.709 -7.183
N -2.423 3.488 -4.113
H -5.288 1.878 -4.952
H -4.255 1.833 -3.410
H -3.840 0.952 -4.813
H -2.902 2.565 -5.928
H -3.537 4.995 -5.819
H -4.883 4.502 -4.733
H -6.745 4.770 -6.517
H -6.269 4.286 -8.109
H -5.416 5.685 -7.349
H -2.800 3.958 -3.297
H -1.906 2.709 -3.719
C 1.780 -1.292 5.011
C 1.412 0.034 4.370
C 2.568 1.013 4.311
O 1.998 2.176 3.739
C 2.863 3.214 3.360
N 0.843 -0.236 3.063
H 2.559 -1.861 4.503
H 0.883 -1.884 5.194
H 2.154 -1.111 6.029
H 0.652 0.475 5.021
H 3.420 0.643 3.723
H 2.924 1.308 5.310
H 3.600 3.309 4.169
H 2.338 4.165 3.266
H 3.341 3.017 2.394
H 0.559 0.587 2.552
H 1.470 -0.782 2.479